2 unconnected molecules or ions with the total composition C22H23BBr2N in a non-equilibrium geometry, computed with ωB97M-V/def2-TZVPD.

Net charge: +1
Frontier orbital gap, eV: 6.3831
Energy above the lowest of the compared OMol25 structures with the same formula, charge and spin, kJ/mol: 82.1
LUMO energy, eV: -4.549
Highest occupied orbital energy, eV: -10.9321
2S+1: 1

Each line ends with the Mulliken charge.
Atoms and positions in Å:
1 Br 7.35281 3.09360 -1.21169  -0.14
2 C 5.67351 2.54335 -0.53572  -0.01
3 C 5.60486 1.84819 0.68575  -0.40
4 C 4.38920 1.45934 1.20350  -0.56
5 C 3.16570 1.74500 0.50847  1.00
6 C 1.89266 1.51033 1.09964  -0.41
7 C 0.66886 1.84368 0.55762  -0.85
8 C -0.58760 1.24783 1.06318  0.37
9 C -1.79277 2.02207 0.55688  0.74
10 C -2.90321 2.34926 1.34413  -0.51
11 C -4.02399 2.91927 0.77432  -0.40
12 C -4.10647 3.14206 -0.63539  -0.09
13 Br -5.62633 3.99694 -1.39691  -0.14
14 C -3.01680 2.76738 -1.43100  -0.77
15 C -1.86118 2.23548 -0.83475  -0.26
16 C 3.26706 2.34329 -0.78128  -0.37
17 C 4.50368 2.72886 -1.29722  -0.63
18 H 6.52970 1.65049 1.25586  0.37
19 H 4.32096 0.99910 2.20730  0.33
20 H 1.89842 1.01351 2.10274  0.31
21 H 0.67438 2.43296 -0.36269  0.51
22 H -0.60140 1.20278 2.19233  0.68
23 H -2.89346 2.11912 2.41830  0.38
24 H -4.94402 3.18590 1.35877  0.36
25 H -3.09069 2.87291 -2.49464  0.46
26 H -1.05239 1.91675 -1.49274  0.34
27 H 2.35492 2.57129 -1.35962  0.28
28 H 4.58065 3.23425 -2.26004  0.41
29 C -1.60499 -4.37653 1.84476  -1.64
30 C -1.26956 -4.02879 0.42490  1.02
31 N -0.98653 -2.72061 0.10743  0.15
32 B -1.02863 -1.57194 1.22896  0.09
33 H -0.73460 -0.06599 0.87789  -0.54
34 C -0.65626 -2.44896 -1.18040  1.00
35 C -0.34544 -1.04847 -1.53625  -1.58
36 C -0.62805 -3.42547 -2.12276  -0.59
37 C -0.92120 -4.74013 -1.81920  -0.62
38 C -1.23528 -4.99063 -0.54109  -0.61
39 H -1.81237 -5.42242 1.96206  0.42
40 H -0.78421 -4.12859 2.50506  0.37
41 H -2.51312 -3.88714 2.15913  0.38
42 H -2.17413 -1.57683 1.69014  -0.06
43 H -0.15352 -1.86507 2.05927  -0.04
44 H -0.08660 -0.97806 -2.58100  0.40
45 H -1.19658 -0.37892 -1.38108  0.34
46 H 0.51610 -0.63932 -0.97507  0.37
47 H -0.38679 -3.14911 -3.12476  0.42
48 H -0.90370 -5.52269 -2.59806  0.42
49 H -1.47162 -6.02931 -0.23503  0.32

Forces on atoms 1 to 2 (eV/Å):
Br -0.3548 -0.0585 0.1358
C -0.7293 -0.7981 0.0551

***

A molecular structure, C4H7NOS in a non-equilibrium geometry, computed with ωB97M-V/def2-TZVPD.

Net charge: 0
Frontier orbital gap, eV: 8.5557
Energy above the lowest of the compared OMol25 structures with the same formula, charge and spin, kJ/mol: 801.8
LUMO energy, eV: 0.107
Highest occupied orbital energy, eV: -8.4491
2S+1: 1

Each line ends with the Mulliken charge.
Atoms and positions in Å:
1 C -0.47577 -0.31499 1.83810  -0.59
2 C 0.01763 -0.44061 0.23902  0.02
3 C -0.32183 -1.60029 -0.43770  -0.68
4 C 1.26651 1.10315 -1.57734  -0.11
5 H -1.47746 -1.21745 2.30264  0.28
6 H -1.09399 0.84707 1.82133  0.21
7 H 0.79521 -0.45592 2.37629  0.25
8 H -0.05974 -1.70153 -1.59927  0.22
9 H -0.46235 -2.48540 0.19202  0.28
10 H -1.41824 1.30462 -0.09973  0.40
11 H 0.78290 2.15896 -2.12510  0.22
12 N 0.42357 0.80500 -0.56299  0.30
13 O -0.39985 1.73373 -0.00169  -0.51
14 S 2.42342 0.26364 -2.36559  -0.29

Forces on atoms 1 to 2 (eV/Å):
C 0.6229 0.9167 -0.6242
C -1.5860 -2.2908 -1.0616